C21H48N2O3 | ωB97M-V with the def2-TZVPD basis set

Output
Largest force on an atom, hartree/bohr: 0.1131
Total energy, Ha: -1163.72598
HOMO energy, eV: -7.52
Structure (SMILES): CCN(CC)CC.CCN(CC)CC.CC(C)=O.CC(C)=O.CC(C)=O
Relative energy (zero: lowest compared OMol25 entry of this formula, charge and spin), kJ/mol: 1011.0

```
! RIJCOSX wB97M-V def2-TZVPD def2/J DEFGRID3
* xyz 0 1
C 2.086 2.720 -1.179
C 1.171 2.955 0.045
N -0.085 2.141 -0.046
C -1.051 2.341 -1.133
C -1.314 3.774 -1.627
C -0.011 0.778 0.575
C -1.220 0.458 1.454
H 2.804 3.527 -1.325
H 1.436 2.697 -2.054
H 2.719 1.835 -1.113
H 1.735 2.806 0.965
H 0.839 3.992 0.064
H -0.758 1.688 -1.955
H -1.948 1.818 -0.805
H -1.438 4.395 -0.740
H -0.413 4.191 -2.077
H -2.090 3.950 -2.371
H 0.699 0.701 1.399
H 0.041 -0.071 -0.106
H -1.960 -0.163 0.950
H -1.691 1.372 1.815
H -0.825 -0.019 2.351
C -4.947 -1.721 2.465
C -3.350 -1.655 2.375
N -2.826 -2.493 1.266
C -1.412 -2.175 1.115
C -0.570 -3.222 0.519
C -3.605 -2.383 0.032
C -3.764 -0.966 -0.484
H -5.498 -1.194 3.244
H -5.343 -2.736 2.483
H -5.381 -1.368 1.529
H -3.006 -0.626 2.268
H -2.902 -1.994 3.309
H -1.256 -1.263 0.538
H -1.021 -2.017 2.119
H -0.538 -4.203 0.993
H -0.881 -3.332 -0.520
H 0.491 -2.977 0.469
H -4.636 -2.650 0.266
H -3.447 -3.148 -0.729
H -2.825 -0.799 -1.012
H -3.858 -0.210 0.296
H -4.695 -0.764 -1.014
C 0.857 -1.107 1.539
C 1.753 -1.369 0.311
O 1.866 -2.513 -0.178
C 2.239 -0.175 -0.397
H 1.131 -0.281 2.196
H 1.267 -1.954 2.088
H -0.190 -1.211 1.253
H 2.739 0.470 0.325
H 1.427 0.229 -1.002
H 3.029 -0.376 -1.121
C 0.064 -2.169 -2.075
C 0.916 -1.196 -2.884
O 0.989 0.004 -2.540
C 1.549 -1.723 -4.133
H 0.477 -3.174 -2.160
H -0.981 -2.137 -2.384
H 0.086 -1.809 -1.046
H 2.606 -1.961 -4.015
H 1.521 -1.037 -4.980
H 1.260 -2.751 -4.351
C 5.024 1.745 0.152
C 3.991 1.703 1.266
O 3.631 0.646 1.703
C 3.478 2.988 1.934
H 4.804 2.527 -0.574
H 4.789 0.856 -0.432
H 6.049 1.854 0.507
H 3.656 2.872 3.004
H 2.427 3.244 1.798
H 4.092 3.817 1.581
*
```



C21H49GeIrN2S2Si5Te | ωB97M-V with the def2-TZVPD basis set

Output
Largest force on an atom, hartree/bohr: 0.0080
Total energy, Ha: -5632.08392
HOMO energy (alpha / beta), eV: -10.45 / -11.37
Relative energy (zero: lowest compared OMol25 entry of this formula, charge and spin), kJ/mol: 236.5

```
! RIJCOSX wB97M-V def2-TZVPD def2/J DEFGRID3
* xyz 1 2
Ir -0.500 0.674 0.902
S -0.958 0.312 3.023
C -1.167 1.923 3.646
C -1.811 2.034 4.910
N -2.357 2.099 5.919
C -0.689 2.983 2.949
S 0.113 2.749 1.428
C -0.760 4.324 3.422
N -0.829 5.413 3.782
C 3.339 -0.865 -2.410
Si 1.582 -0.910 -1.749
C 0.442 0.204 -2.743
C 0.941 -2.668 -1.812
Ge 1.853 -0.014 0.496
Si 3.279 1.942 0.459
C 4.999 1.448 -0.114
C 2.634 3.207 -0.785
C 3.426 2.657 2.198
Si 2.706 -1.610 2.065
C 4.329 -2.235 1.363
C 2.967 -0.765 3.715
C 1.511 -3.043 2.255
H 3.453 -1.668 -3.143
H 4.094 -1.015 -1.639
H 3.549 0.081 -2.911
H 0.307 -0.162 -3.763
H 0.827 1.225 -2.794
H -0.545 0.237 -2.273
H 0.666 -2.916 -2.841
H 0.062 -2.817 -1.189
H 1.704 -3.380 -1.492
H 5.014 1.116 -1.151
H 5.445 0.670 0.506
H 5.644 2.328 -0.042
H 3.107 3.034 -1.755
H 2.886 4.222 -0.475
H 1.555 3.174 -0.945
H 4.463 2.591 2.535
H 2.808 2.137 2.931
H 3.140 3.710 2.211
H 5.066 -1.439 1.253
H 4.193 -2.713 0.390
H 4.751 -2.984 2.039
H 3.859 -0.135 3.705
H 3.097 -1.518 4.496
H 2.118 -0.139 3.998
H 1.432 -3.625 1.335
H 0.511 -2.700 2.527
H 1.853 -3.710 3.049
C -2.872 4.609 -1.787
Si -3.908 3.203 -2.452
C -5.635 3.220 -1.738
C -3.935 3.184 -4.317
C -3.063 1.587 -1.902
Te -3.014 1.429 0.223
C -4.087 -0.380 0.490
Si -3.305 -2.006 -0.061
C -3.016 -2.106 -1.904
C -1.637 -2.160 0.800
C -4.440 -3.356 0.540
H -3.313 5.570 -2.058
H -1.859 4.587 -2.194
H -2.802 4.590 -0.696
H -6.226 4.008 -2.210
H -5.636 3.419 -0.664
H -6.158 2.278 -1.913
H -4.400 4.094 -4.699
H -4.505 2.336 -4.702
H -2.926 3.130 -4.732
H -2.038 1.539 -2.266
H -3.585 0.694 -2.249
H -5.077 -0.223 0.058
H -4.217 -0.420 1.576
H -2.291 -1.368 -2.255
H -3.933 -1.987 -2.482
H -2.611 -3.094 -2.137
H -0.911 -1.356 0.519
H -1.119 -3.065 0.480
H -1.715 -2.188 1.886
H -5.442 -3.227 0.127
H -4.525 -3.350 1.628
H -4.084 -4.343 0.238
*
```



C21H50FN5O3Si2 | ωB97M-V with the def2-TZVPD basis set

Output
Largest force on an atom, hartree/bohr: 0.0318
Total energy, Ha: -2008.34993
HOMO energy, eV: -4.94

```
! RIJCOSX wB97M-V def2-TZVPD def2/J DEFGRID3
* xyz 0 1
C -1.450 -6.606 1.327
C -1.635 -6.562 -0.197
C -1.521 -5.188 -0.813
F -2.057 -5.167 -2.073
N -2.125 -4.064 -0.054
O -1.468 -2.877 -0.369
C -0.454 -2.574 0.636
C 0.277 -1.312 0.210
C 0.283 -1.150 -1.325
C 1.727 -1.265 0.742
C 2.087 0.205 1.029
C 1.980 -2.140 1.985
C -3.428 -3.917 0.074
N -4.257 -4.997 -0.035
N -3.889 -2.655 0.424
C -5.029 -2.252 -0.422
C -4.639 -2.252 -1.903
N -5.642 -1.639 -2.761
C -4.155 -2.649 1.906
O -5.427 -2.177 2.196
C -5.558 -0.897 2.700
C -4.497 0.101 2.355
O -6.521 -0.651 3.351
H -2.123 -7.340 1.760
H -0.448 -6.923 1.591
H -1.650 -5.657 1.816
H -0.899 -7.203 -0.669
H -2.605 -6.971 -0.466
H -0.474 -4.912 -0.909
H 0.204 -3.436 0.730
H -0.993 -2.408 1.567
H -0.265 -0.454 0.598
H 0.320 -2.108 -1.837
H 1.183 -0.614 -1.615
H -0.553 -0.559 -1.684
H 2.404 -1.597 -0.041
H 1.356 0.900 0.626
H 3.038 0.475 0.580
H 2.167 0.402 2.094
H 2.397 -3.108 1.715
H 2.729 -1.660 2.609
H 1.098 -2.260 2.608
H -4.936 -5.051 -0.772
H -4.155 -5.804 0.553
H -5.907 -2.886 -0.284
H -5.320 -1.239 -0.169
H -3.715 -1.691 -2.016
H -4.503 -3.271 -2.266
H -6.489 -2.191 -2.786
H -5.910 -0.729 -2.407
H -3.376 -2.077 2.398
H -4.110 -3.669 2.290
H -4.052 -0.044 1.377
H -3.701 0.035 3.096
H -4.945 1.080 2.463
C 4.949 2.831 1.050
Si 4.520 3.981 -0.399
C 3.003 3.192 -1.236
C 5.965 3.833 -1.621
N 4.243 5.514 0.180
Si 3.817 6.876 -0.690
C 2.153 6.738 -1.603
C 5.094 7.416 -1.987
C 3.628 8.343 0.490
H 5.134 1.802 0.713
H 5.847 3.186 1.558
H 4.128 2.811 1.772
H 3.161 2.114 -1.393
H 2.805 3.635 -2.215
H 2.116 3.321 -0.611
H 6.842 4.348 -1.226
H 5.716 4.270 -2.592
H 6.238 2.784 -1.799
H 2.222 6.071 -2.467
H 1.819 7.716 -1.971
H 1.386 6.350 -0.929
H 6.091 7.437 -1.544
H 4.873 8.421 -2.370
H 5.111 6.739 -2.844
H 4.568 8.529 1.014
H 2.855 8.137 1.233
H 3.350 9.259 -0.045
*
```



C21H51F6N4O11PSi2 | ωB97M-V with the def2-TZVPD basis set

Output
Largest force on an atom, hartree/bohr: 0.0120
Total energy, Ha: -3397.01251
HOMO energy, eV: -8.65
Relative energy (zero: lowest compared OMol25 entry of this formula, charge and spin), kJ/mol: 0.0

```
! RIJCOSX wB97M-V def2-TZVPD def2/J DEFGRID3
* xyz 0 1
O 1.810 6.136 -0.933
C 1.771 5.862 0.219
O 2.656 6.284 1.121
C 0.656 4.944 0.783
F 0.337 5.318 2.063
F -0.424 5.054 -0.011
C 1.092 3.459 0.799
F 2.319 3.380 1.403
F 1.203 3.078 -0.505
C 0.149 2.443 1.481
F -1.107 2.709 1.080
F 0.230 2.598 2.836
C 0.484 0.952 1.155
O -0.443 0.277 0.803
Si 2.215 0.077 1.248
O 2.496 -0.516 2.761
Si 2.724 0.393 4.113
P 4.632 -0.170 5.177
O 4.574 -1.511 5.767
O 5.843 0.088 4.171
O 4.864 0.998 6.264
H 2.448 5.949 2.008
H 2.105 -1.050 0.322
H 3.264 1.021 0.819
H 2.799 1.837 3.784
H 1.651 0.149 5.088
H 6.632 0.400 4.646
H 4.221 1.719 6.231
C -1.115 2.234 -5.058
C -0.250 2.365 -3.809
C 0.877 1.332 -3.701
O 0.469 0.039 -3.308
C -0.043 -0.783 -4.339
N -1.119 2.375 -2.632
H -1.826 1.411 -4.964
H -1.691 3.147 -5.202
H -0.508 2.063 -5.949
H 0.245 3.341 -3.854
H 1.564 1.663 -2.917
H 1.449 1.281 -4.638
H 0.483 -0.609 -5.283
H -1.114 -0.622 -4.494
H 0.102 -1.820 -4.042
H -0.559 2.566 -1.809
H -1.468 1.431 -2.485
C -3.824 4.983 -4.366
C -3.007 4.977 -3.079
C -3.822 5.277 -1.816
O -4.187 6.633 -1.642
C -5.335 7.050 -2.350
N -1.858 5.864 -3.238
H -4.037 5.998 -4.702
H -3.263 4.491 -5.160
H -4.773 4.457 -4.241
H -2.606 3.967 -2.946
H -3.204 5.033 -0.948
H -4.718 4.642 -1.773
H -6.083 6.252 -2.396
H -5.099 7.373 -3.367
H -5.759 7.897 -1.810
H -1.222 5.757 -2.455
H -2.175 6.828 -3.195
C -4.022 -5.584 -3.597
C -2.652 -5.367 -2.962
C -2.031 -3.999 -3.264
O -1.511 -3.855 -4.572
C -2.456 -3.534 -5.573
N -1.775 -6.482 -3.325
H -3.938 -5.815 -4.659
H -4.521 -6.427 -3.123
H -4.657 -4.703 -3.486
H -2.784 -5.401 -1.876
H -1.175 -3.859 -2.599
H -2.746 -3.191 -3.055
H -3.244 -2.884 -5.179
H -2.916 -4.425 -6.009
H -1.925 -3.004 -6.363
H -0.908 -6.423 -2.800
H -1.503 -6.370 -4.298
C 4.210 -6.866 6.383
C 4.144 -5.420 6.868
C 3.193 -5.203 8.050
O 1.816 -5.217 7.724
C 1.227 -6.496 7.623
N 3.858 -4.540 5.737
H 3.342 -7.122 5.777
H 5.091 -7.007 5.759
H 4.266 -7.568 7.218
H 5.139 -5.151 7.237
H 3.381 -4.207 8.457
H 3.391 -5.932 8.849
H 1.654 -7.187 8.357
H 1.341 -6.927 6.625
H 0.163 -6.381 7.829
H 3.948 -3.569 6.028
H 2.877 -4.658 5.497
*
```



C21H51NNbO4 | ωB97M-V with the def2-TZVPD basis set

Output
Largest force on an atom, hartree/bohr: 0.0733
Total energy, Ha: -1243.12562
HOMO energy, eV: -3.92

```
! RIJCOSX wB97M-V def2-TZVPD def2/J DEFGRID3
* xyz -1 1
C 1.427 -1.345 -0.432
C 0.552 -0.337 0.340
C 1.385 0.421 1.381
C 1.890 1.808 0.891
Nb 0.174 3.307 0.724
C 1.485 4.928 -0.203
C 2.431 4.513 -1.354
C 1.810 3.633 -2.435
C 2.378 3.868 -3.830
C 1.843 2.752 -4.712
O 2.415 2.804 -6.038
C 2.164 1.713 -6.796
C 0.907 0.924 -6.584
O 2.948 1.403 -7.600
C -1.683 4.688 0.551
N -2.968 3.951 0.460
C -3.174 3.290 -0.823
H 2.090 -1.834 0.274
H 1.986 -0.839 -1.212
H 0.847 -2.148 -0.885
H 0.026 0.313 -0.350
H -0.211 -0.931 0.841
H 2.223 -0.221 1.670
H 0.787 0.521 2.280
H 2.628 2.134 1.623
H 2.360 1.601 -0.074
H 0.517 3.991 2.392
H -0.907 2.035 1.517
H -0.356 2.591 -0.872
H 2.108 5.303 0.614
H 0.849 5.765 -0.498
H 3.350 4.085 -0.966
H 2.748 5.434 -1.859
H 0.750 3.852 -2.485
H 1.918 2.585 -2.170
H 2.007 4.788 -4.266
H 3.462 3.832 -3.863
H 2.036 1.797 -4.236
H 0.766 2.899 -4.756
H 0.665 0.367 -7.473
H 0.063 1.581 -6.398
H 0.968 0.250 -5.738
H -1.688 5.412 1.364
H -1.505 5.263 -0.380
H -3.708 4.638 0.566
H -2.409 3.522 -1.563
H -3.145 2.212 -0.665
H -4.143 3.526 -1.263
C -1.474 -1.842 4.205
C -0.054 -2.026 4.713
O 0.320 -1.102 5.720
C -0.440 -1.140 6.910
C -0.367 -2.471 7.643
H -1.640 -0.809 3.897
H -1.660 -2.498 3.353
H -2.210 -2.079 4.977
H 0.643 -1.864 3.890
H 0.105 -3.055 5.061
H -1.481 -0.863 6.710
H -0.027 -0.359 7.549
H -0.852 -3.268 7.077
H -0.868 -2.398 8.610
H 0.672 -2.764 7.801
C -1.521 -5.949 -2.729
C -0.709 -5.295 -1.623
O -1.500 -4.655 -0.642
C -2.389 -5.481 0.082
C -1.696 -6.571 0.885
H -2.222 -5.234 -3.161
H -0.861 -6.318 -3.516
H -2.102 -6.796 -2.358
H -0.081 -4.516 -2.056
H -0.030 -6.018 -1.156
H -3.146 -5.910 -0.586
H -2.918 -4.818 0.767
H -1.226 -7.312 0.235
H -2.417 -7.092 1.516
H -0.915 -6.143 1.515
*
```



Among the records above, which one has the highest total energy?
C21H48N2O3